No. 1
Molecular formula: C7H9MoN5Se3Te
Method: DFT, the ωB97M-V functional and the def2-TZVPD basis

CARTESIAN COORDINATES (ANGSTROEM)
Mo 0.1599 -1.2583 0.4939
Se 1.4779 -1.6437 2.1366
Se 0.9688 -4.0370 3.7968
Te -0.8126 -4.7835 2.5504
Se -1.3165 -3.0163 0.5663
N -2.6982 2.9343 2.6310
C -2.1168 2.3885 1.5644
C -1.3615 1.1894 1.6496
N -0.7938 0.6843 0.5596
C -0.9447 1.3103 -0.6247
C -1.7014 2.4758 -0.6795
N -2.2693 3.0011 0.3827
H -2.6067 2.5525 3.5556
H -3.2136 3.7925 2.5123
H -1.2254 0.6547 2.5814
H -0.4741 0.8789 -1.4997
H -1.8435 2.9889 -1.6224
N 2.3819 -0.2811 -1.4156
C 3.1082 -0.5827 -2.4986
C 2.5105 -1.6715 -3.1076
C 1.4164 -1.9794 -2.3144
N 1.3265 -1.1273 -1.2815
H 2.5420 0.4551 -0.7457
H 3.9802 -0.0075 -2.7602
H 2.8325 -2.1631 -4.0067
H 0.6735 -2.7547 -2.4239

LUMO level (spin up / spin down), eV: -8.54 / -8.75
Charge: +2
M, g/mol: 623.6
Orbital gap (spin up / spin down), eV: 6.3 / 6.2
Electronic energy, Eh: -8085.88177
Multiplicity: 3
⟨S²⟩: 2.07

Atom charges from the Mulliken analysis, given in e for atoms 1 to 6:
1 Mo 0.879
2 Se 0.001
3 Se -0.079
4 Te 0.521
5 Se -0.033
6 N -0.386

=====

No. 2
Molecular formula: C7H9N
Method: DFT, the ωB97M-V functional and the def2-TZVPD basis

CARTESIAN COORDINATES (ANGSTROEM)
C 2.0906 0.1441 0.0551
C 1.1314 1.2721 -0.1263
C -1.5943 1.1977 -0.0682
C -1.5989 -1.0574 -0.0950
C 1.1214 -1.1277 -0.2176
C -0.2024 -0.6234 0.2878
C -0.2000 0.9098 0.0290
H 2.8855 0.2025 -0.7093
H 2.6503 0.2289 1.0195
H 1.3384 2.3866 -0.1711
H -2.1925 2.2433 -0.0330
H -3.2643 0.2174 0.0392
H -2.1036 -2.0670 -0.2447
H 1.3491 -2.0243 0.2522
H -0.1967 -0.7465 1.3707
H 1.0579 -1.2262 -1.3207
N -2.2720 0.0700 -0.0676

LUMO level, eV: 0.83
M, g/mol: 107.2
Orbital gap, eV: 7.0
Electronic energy, Eh: -326.75260

Atom charges from the Mulliken analysis, given in e for atoms 1 to 6:
1 C -0.534
2 C -0.528
3 C -0.689
4 C -0.876
5 C -0.853
6 C 0.457